No. 1
Formula: C34H51BrN2NiP2
Source: the Open Molecules 2025 dataset
Level of theory: the ωB97M-V functional and the def2-TZVPD basis

Geometry as XYZ:
```
91
C34H51BrN2NiP2 | the Open Molecules 2025 dataset | the ωB97M-V functional and the def2-TZVPD basis
C 0.058 4.524 -3.564
C -0.189 3.363 -4.332
C -0.448 3.542 -5.713
C -0.530 4.839 -6.230
N -0.302 5.917 -5.482
C -0.017 5.775 -4.189
C -0.332 2.075 -3.734
C -0.489 1.418 -2.585
C -0.665 1.389 -1.168
C 0.107 2.112 -0.228
C -0.177 2.034 1.125
C -1.208 1.175 1.591
C -1.909 0.379 0.653
C -1.695 0.553 -0.686
Ni -0.826 0.402 -4.002
P 2.749 -1.242 0.673
H -0.616 2.697 -6.370
H 0.271 4.465 -2.501
H -0.780 5.001 -7.283
H 0.165 6.686 -3.614
H -2.356 0.081 -1.412
H 0.896 2.776 -0.582
H -2.623 -0.357 1.017
H 0.353 2.674 1.830
C 3.159 -2.948 1.099
C 4.090 -3.698 0.141
H 2.198 -3.474 1.213
H 3.617 -2.906 2.097
H 4.412 -4.633 0.615
H 3.605 -3.974 -0.804
H 5.000 -3.132 -0.088
C 2.482 -1.063 -1.103
C 2.813 0.291 -1.735
H 1.427 -1.318 -1.286
H 3.086 -1.848 -1.583
H 2.781 0.176 -2.828
H 2.065 1.049 -1.476
H 3.814 0.652 -1.464
C 3.889 -0.034 1.384
C 5.388 -0.328 1.255
H 3.621 0.065 2.448
H 3.657 0.930 0.908
H 5.949 0.496 1.713
H 5.688 -1.246 1.776
H 5.719 -0.393 0.212
Br 0.711 -0.764 1.589
P -2.236 -2.716 -3.044
C -0.490 -2.937 -2.482
C -0.225 -4.373 -2.056
H -0.299 -2.224 -1.672
H 0.158 -2.676 -3.329
H 0.831 -4.498 -1.793
H -0.818 -4.666 -1.182
H -0.452 -5.071 -2.870
C -3.022 -2.282 -1.423
C -3.850 -3.394 -0.792
H -3.681 -1.428 -1.634
H -2.230 -1.960 -0.732
H -4.033 -3.151 0.262
H -4.826 -3.471 -1.280
H -3.350 -4.366 -0.835
C -2.235 -1.122 -3.926
C -2.534 -1.280 -5.412
H -1.073 -1.049 -3.628
H -2.956 -0.474 -3.413
H -2.466 -0.314 -5.927
H -1.851 -2.003 -5.877
H -3.551 -1.663 -5.543
C -0.486 -0.753 5.395
N 0.289 0.510 5.520
C 1.715 0.245 5.853
C 0.156 1.407 4.291
C -1.287 1.747 4.088
C -2.002 2.248 5.187
C -3.391 2.343 5.137
C -4.070 1.989 3.966
C -3.340 1.570 2.857
C -1.934 1.462 2.870
H -0.123 -1.308 4.524
H -1.550 -0.527 5.286
H -0.324 -1.334 6.305
H -0.122 1.035 6.308
H 2.159 -0.341 5.045
H 2.225 1.208 5.955
H 1.746 -0.305 6.796
H 0.776 2.294 4.484
H 0.582 0.845 3.453
H -1.468 2.540 6.102
H -3.942 2.674 6.018
H -5.159 2.056 3.919
H -3.870 1.335 1.934
```

Properties
Frontier orbital gap (spin up / spin down) (eV): 4.10 / 6.91
E_HOMO (spin up / spin down) (hartree): -0.3624 / -0.4643
<S²>: 2.03
F_max (eV/Å): 2.9
Charge: +2
Multiplicity: 3



No. 2
Formula: C20H30N4O2ReS2
Source: the Open Molecules 2025 dataset
Level of theory: the ωB97M-V functional and the def2-TZVPD basis

Geometry as XYZ:
```
59
C20H30N4O2ReS2 | the Open Molecules 2025 dataset | the ωB97M-V functional and the def2-TZVPD basis
Re -0.096 -0.398 -0.111
N -2.113 -0.094 0.161
S -3.156 -0.998 1.034
C -2.277 -1.448 2.521
C -1.441 -0.492 3.087
C -0.797 -0.792 4.280
C -1.002 -2.021 4.893
C -1.866 -2.951 4.328
C -2.520 -2.668 3.137
C -3.319 -2.535 0.174
C -4.533 -2.742 -0.465
C -4.689 -3.878 -1.248
C -3.639 -4.774 -1.385
C -2.429 -4.553 -0.731
C -2.259 -3.429 0.059
H -2.503 0.830 0.056
H -1.316 0.482 2.628
H -0.151 -0.052 4.738
H -0.504 -2.248 5.828
H -2.038 -3.903 4.815
H -3.206 -3.388 2.706
H -5.348 -2.035 -0.347
H -5.636 -4.065 -1.741
H -3.765 -5.656 -2.002
H -1.620 -5.267 -0.827
H -1.328 -3.277 0.600
C 2.097 2.307 0.503
C 1.261 2.331 -0.790
C 2.112 1.848 -1.980
C 0.808 3.772 -1.053
C 0.024 1.440 -0.669
H 3.026 2.865 0.355
H 2.355 1.295 0.810
H 1.546 2.782 1.319
H 3.007 2.471 -2.066
H 1.551 1.939 -2.915
H 2.414 0.805 -1.864
H 1.677 4.432 -1.116
H 0.166 4.140 -0.248
H 0.259 3.850 -1.997
H -0.889 1.977 -0.953
N 4.085 -2.461 -0.536
C 3.067 -3.049 0.403
C 1.891 -2.098 0.480
O 0.822 -2.417 1.009
O 2.064 -0.958 -0.080
H 4.142 -2.978 -1.411
H 5.017 -2.410 -0.132
H 3.741 -1.522 -0.741
H 3.506 -3.174 1.390
H 2.733 -4.019 0.048
N 0.039 -1.621 -4.932
C -0.322 -1.186 -3.726
N -1.164 -0.155 -3.669
S 0.280 -1.985 -2.333
H -0.338 -1.224 -5.778
H 0.623 -2.434 -5.013
H -1.503 0.307 -4.498
H -1.414 0.216 -2.773
```

Properties
Frontier orbital gap (spin up / spin down) (eV): 7.69 / 8.29
E_HOMO (spin up / spin down) (hartree): -0.4767 / -0.5168
<S²>: 3.89
F_max (eV/Å): 1.1
Charge: +2
Multiplicity: 4



Energy relative to the best compared isomer or geometry (same formula, charge and spin) values, unit eV, following the record order: 0.0000, 0.4254.